No. 1
Molecular formula: C3H9N2O2
Method: DFT, ωB97M-V with the def2-TZVPD basis set

- Charge: +1
- LUMO energy (spin up / spin down): -0.1174 / -0.3262 hartree
- Molar mass: 105.1 Da
- Highest occupied orbital energy (spin up / spin down): -0.3961 / -0.5649 Eh
- Multiplicity: 3
- Gap between HOMO and LUMO (spin up / spin down): 7.59 / 6.49 eV
- ΔE to the lowest compared entry with this formula, charge and spin: 0.0 kcal/mol

Geometry (Å):
C  1.860  -0.148  0.593
C  0.072  0.904  -0.658
C  -2.227  0.984  0.030
N  1.335  0.608  -0.523
N  -0.899  0.392  0.003
O  3.006  -0.453  0.544
O  0.365  -2.265  0.235
H  1.142  -0.397  1.358
H  0.037  1.843  -1.236
H  -2.933  0.258  -0.249
H  -2.424  1.199  1.086
H  -2.501  1.812  -0.643
H  1.985  0.694  -1.369
H  -0.571  -0.435  0.443
H  0.866  -2.667  0.937
H  0.885  -2.329  -0.552

Calculated atomic charges, method natural (NBO), unit e:
1. C 0.453
2. C -0.059
3. C -0.451
4. N -0.334
5. N -0.292
6. O -0.421
7. O -0.954
8. H 0.162
9. H 0.232
10. H 0.256
11. H 0.261
12. H 0.263
13. H 0.458
14. H 0.438
15. H 0.498
16. H 0.490

No. 2
Molecular formula: C3H9N2O2S
Method: DFT, ωB97M-V with the def2-TZVPD basis set

- Charge: -1
- LUMO energy: -0.0460 hartree
- Molar mass: 137.2 Da
- Highest occupied orbital energy: -0.1605 Eh
- Gap between HOMO and LUMO: 3.12 eV
- ΔE to the lowest compared entry with this formula, charge and spin: 198.4 kcal/mol

Geometry (Å):
N  0.920  -0.287  -1.100
C  0.802  -1.263  0.004
C  0.499  -0.578  1.378
S  -0.519  -1.515  2.571
C  -2.231  0.707  -0.547
N  -3.435  0.501  -1.069
O  -1.441  1.683  -0.733
H  1.661  0.371  -0.726
H  1.753  -1.865  0.191
H  -0.012  -2.077  -0.159
H  1.502  -0.401  1.748
H  0.015  0.316  1.116
H  -1.942  -0.027  0.198
H  -3.799  1.528  -1.209
H  3.437  1.424  -0.551
H  0.138  0.265  -1.148
O  2.653  1.218  0.036

Calculated atomic charges, method natural (NBO), unit e:
1. N -0.622
2. C -0.225
3. C -0.570
4. S 0.007
5. C 0.412
6. N -0.775
7. O -0.709
8. H 0.412
9. H 0.203
10. H 0.213
11. H 0.272
12. H 0.238
13. H 0.076
14. H 0.311
15. H 0.424
16. H 0.383
17. O -1.049

No. 3
Molecular formula: C3H9N2O2S
Method: DFT, ωB97M-V with the def2-TZVPD basis set

- Charge: +1
- LUMO energy: -0.3062 hartree
- Molar mass: 137.2 Da
- Highest occupied orbital energy: -0.4499 Eh
- Gap between HOMO and LUMO: 3.91 eV
- ΔE to the lowest compared entry with this formula, charge and spin: 72.7 kcal/mol

Geometry (Å):
C  -0.949  0.166  -0.354
C  -2.368  -1.864  -0.553
C  2.905  0.582  1.331
N  -1.108  -1.154  -0.540
N  -1.908  1.075  -0.827
O  0.053  0.561  0.210
O  3.792  2.316  -0.434
S  3.749  2.143  0.964
H  -2.528  -2.349  0.363
H  -3.136  -1.205  -0.711
H  -2.129  -2.652  -1.206
H  3.658  -0.036  1.730
H  2.203  0.637  2.176
H  2.352  0.372  0.441
H  -0.277  -1.691  -0.329
H  -2.656  0.971  -1.494
H  -1.651  2.129  -0.767

Calculated atomic charges, method natural (NBO), unit e:
1. C 0.798
2. C -0.401
3. C -0.892
4. N -0.610
5. N -0.871
6. O -0.741
7. O -0.577
8. S 1.526
9. H 0.195
10. H 0.210
11. H 0.211
12. H 0.291
13. H 0.321
14. H 0.322
15. H 0.398
16. H 0.408
17. H 0.413